DFT (ωB97M-V with the def2-TZVPD basis set) results for C3H9NO in the gas phase.

Properties
Total charge: 0
Structure (SMILES): COCCN
HOMO-LUMO gap: 10.26 eV
Energy relative to the best compared isomer or geometry (same formula, charge and spin): 293.6 kJ/mol
Highest occupied orbital energy: -0.3371 Ha

Element x y z (Å)
C  -1.5471  -1.3431  0.8143
O  -1.1489  -0.1167  0.2715
C  0.1613  -0.4313  -0.2288
C  0.7567  0.8267  -0.8864
N  1.2246  1.8185  0.1338
H  -2.8727  -1.4438  0.7473
H  -1.1980  -1.3554  1.9795
H  -1.1016  -2.3201  0.1211
H  0.0306  -1.2082  -0.9379
H  0.8405  -0.7833  0.6361
H  1.5282  0.6531  -1.6207
H  -0.0579  1.4207  -1.3379
H  2.0141  1.5911  0.6744
H  1.3701  2.6919  -0.3663

Want to see where the charge sits? The natural (NBO) charges in e are: atom 1 (C): -0.278, atom 2 (O): -0.546, atom 3 (C): -0.072, atom 4 (C): -0.244, atom 5 (N): -0.843, atom 6 (H): 0.191, atom 7 (H): 0.189, atom 8 (H): 0.171, atom 9 (H): 0.174, atom 10 (H): 0.169, atom 11 (H): 0.177, atom 12 (H): 0.206, atom 13 (H): 0.352, atom 14 (H): 0.355